No. 1
Computed, not measured: a 12-piece molecular cluster, C13H50N4O12 overall at a distorted geometry, with ωB97M-V with the def2-TZVPD basis set.

Geometry as XYZ:
```
79
Properties=species:S:1:pos:R:3:lowdin_charge:R:1
C -17.63 -13.09 11.39 -0.16
O -16.21 -13.20 11.37 -0.11
H -18.01 -13.53 10.47 0.06
H -18.10 -13.55 12.26 0.05
H -17.96 -12.05 11.47 0.07
H -15.86 -12.58 12.01 0.08
C -23.77 -17.00 15.99 -0.13
O -22.75 -17.19 16.95 -0.12
H -24.06 -15.95 15.88 0.08
H -23.37 -17.36 15.05 0.06
H -24.69 -17.56 16.16 0.09
H -23.07 -16.83 17.78 0.09
C -19.72 -16.10 9.45 -0.12
O -21.07 -15.74 9.11 -0.14
H -19.08 -15.21 9.47 0.06
H -19.60 -16.75 10.31 0.08
H -19.42 -16.60 8.53 0.08
H -21.61 -16.26 9.70 0.08
C -22.17 -19.15 12.96 -0.17
O -22.46 -19.50 11.63 -0.10
H -21.10 -19.06 13.16 0.06
H -22.51 -18.12 13.04 0.06
H -22.61 -19.72 13.79 0.09
H -22.55 -20.45 11.61 0.07
C -24.89 -14.31 11.94 -0.12
O -24.84 -15.30 12.98 -0.16
H -25.77 -14.61 11.37 0.08
H -24.79 -13.31 12.38 0.09
H -24.02 -14.62 11.36 0.06
H -23.90 -15.48 13.04 0.02
C -21.04 -10.88 13.67 -0.19
O -20.10 -11.09 12.71 -0.14
H -21.25 -11.83 14.16 0.07
H -20.79 -10.16 14.45 0.09
H -21.95 -10.65 13.13 0.08
H -19.87 -10.21 12.41 0.11
C -21.07 -14.60 12.83 -0.10
O -21.85 -15.24 13.84 -0.15
H -20.95 -15.33 12.03 0.07
H -21.62 -13.73 12.48 0.07
H -20.14 -14.32 13.34 0.07
H -21.27 -15.87 14.28 0.01
C -19.35 -18.09 15.22 -0.11
O -20.53 -17.29 15.13 -0.15
H -19.68 -19.08 15.51 0.09
H -18.80 -18.08 14.28 0.06
H -18.63 -17.88 16.01 0.08
H -21.20 -17.69 15.68 0.05
C -21.60 -13.84 17.62 -0.09
O -20.62 -14.53 16.82 -0.17
H -21.50 -14.21 18.64 0.08
H -21.55 -12.75 17.54 0.09
H -22.53 -14.17 17.14 0.08
H -21.03 -15.38 16.62 0.05
C -22.12 -12.39 10.10 -0.85
O -22.74 -11.48 10.60 0.04
N -20.85 -12.56 10.24 0.18
N -22.55 -13.29 9.32 0.18
H -20.35 -12.09 10.98 0.07
H -20.37 -13.15 9.58 0.10
H -22.13 -14.19 9.11 0.07
H -23.42 -13.01 8.90 0.13
C -17.67 -13.32 15.68 -0.84
O -16.56 -13.12 15.31 0.05
N -18.70 -12.70 15.16 0.18
N -18.00 -14.19 16.56 0.18
H -18.59 -12.11 14.35 0.09
H -19.65 -12.88 15.43 0.08
H -17.25 -14.79 16.84 0.13
H -18.94 -14.19 16.94 0.06
C -16.88 -16.23 13.08 -0.08
C -16.16 -17.21 12.16 -0.30
O -16.84 -18.45 12.28 -0.09
H -17.03 -16.59 14.10 0.06
H -17.84 -16.04 12.60 0.06
H -16.39 -15.28 13.29 0.07
H -15.11 -17.26 12.45 0.10
H -16.07 -16.92 11.11 0.11
H -17.18 -18.72 11.42 0.08
```

- E_LUMO (eV) = 0.2506
- SMILES string = NC(N)=O.NC(N)=O.CCO.CO.CO.CO.CO.CO.CO.CO.CO.CO
- total charge = 0
- calculated total energy (eV) = -44818.3937

No. 2
Computed, not measured: a 11-piece molecular cluster, C13H50O12P overall at a distorted geometry, with ωB97M-V with the def2-TZVPD basis set.

Geometry as XYZ:
```
76
Properties=species:S:1:pos:R:3:lowdin_charge:R:1
C -2.09 -0.92 0.34 -0.37
P -0.78 -2.09 1.13 0.27
C 0.48 -3.42 1.70 -0.34
C 0.76 -3.41 3.32 -0.36
O 1.59 -2.55 3.95 -0.09
O 0.06 -4.47 4.10 -0.09
H -2.07 -1.09 -0.84 0.03
H -1.92 0.22 0.59 0.02
H -3.16 -1.32 0.69 0.02
H 0.16 -0.99 1.35 -0.04
H -0.19 -2.21 -0.21 -0.04
H -1.72 -3.18 0.88 -0.05
H -1.30 -1.89 2.46 -0.05
H 1.53 -3.21 1.18 0.09
H 0.10 -4.50 1.40 0.07
H 0.34 -5.34 3.64 0.11
C -1.67 -4.76 7.12 -0.18
O -2.10 -3.49 6.66 -0.14
H -2.29 -5.06 7.97 0.07
H -1.78 -5.50 6.32 0.07
H -0.63 -4.70 7.44 0.08
H -1.54 -3.25 5.91 0.07
C 0.83 0.26 -1.95 -0.16
O -0.15 -0.75 -2.03 -0.17
H 0.74 0.76 -0.98 0.07
H 1.82 -0.18 -2.04 0.08
H 0.67 0.99 -2.75 0.07
H -0.05 -1.18 -2.90 0.08
C 1.11 3.24 0.90 -0.16
O 2.18 2.45 0.44 -0.14
H 0.29 3.19 0.19 0.07
H 0.77 2.87 1.87 0.08
H 1.43 4.28 1.00 0.07
H 2.90 2.52 1.09 0.09
C -1.58 -5.87 -1.58 -0.18
O -1.76 -4.83 -0.63 -0.17
H -1.23 -5.43 -2.52 0.08
H -0.83 -6.58 -1.21 0.07
H -2.53 -6.38 -1.75 0.07
H -2.07 -5.25 0.19 0.07
C 3.42 2.03 -3.77 -0.19
O 3.24 3.06 -2.82 -0.13
H 3.76 2.47 -4.71 0.05
H 4.16 1.32 -3.40 0.09
H 2.47 1.52 -3.94 0.05
H 2.93 2.64 -1.99 0.06
C -1.88 5.54 -0.07 -0.16
O -0.73 5.80 0.71 -0.14
H -1.71 4.63 -0.65 0.08
H -2.75 5.40 0.58 0.08
H -2.06 6.38 -0.75 0.07
H -0.91 6.62 1.22 0.08
C 5.99 4.45 -6.38 -0.17
O 5.77 3.90 -5.09 -0.13
H 6.45 3.68 -7.02 0.08
H 5.04 4.76 -6.82 0.08
H 6.66 5.30 -6.31 0.07
H 5.36 4.60 -4.55 0.09
C 3.48 0.64 -7.15 -0.16
O 3.31 0.06 -5.87 -0.14
H 2.87 1.54 -7.21 0.08
H 4.53 0.91 -7.29 0.07
H 3.17 -0.07 -7.92 0.07
H 3.87 -0.74 -5.84 0.09
C -5.55 -0.08 2.40 -0.16
O -5.18 -0.38 1.07 -0.15
H -4.71 0.41 2.90 0.06
H -6.41 0.59 2.40 0.07
H -5.80 -1.00 2.93 0.08
H -5.94 -0.81 0.65 0.08
C -2.55 1.50 5.40 -0.16
O -3.94 1.30 5.22 -0.15
H -2.33 2.57 5.30 0.07
H -2.25 1.16 6.39 0.07
H -2.00 0.95 4.63 0.08
H -4.10 0.35 5.31 0.08
```

- E_LUMO (eV) = 2.2146
- total charge = -1
- calculated total energy (eV) = -48140.8358

No. 3
Computed, not measured: a 13-piece molecular cluster, C13H52N20O13 overall at a distorted geometry, with ωB97M-V with the def2-TZVPD basis set.

Geometry as XYZ:
```
98
Properties=species:S:1:pos:R:3:lowdin_charge:R:1
C -1.33 6.38 2.11 -0.15
O -0.59 5.59 1.17 -0.17
H -0.62 7.04 2.60 0.06
H -1.94 7.07 1.55 0.07
H -1.84 5.73 2.83 0.08
H 0.04 5.07 1.67 -0.02
C 1.07 0.44 -4.15 -0.10
O 1.14 1.90 -4.24 -0.16
H 1.96 -0.12 -4.42 0.09
H 0.89 0.00 -3.17 0.06
H 0.30 -0.01 -4.78 0.09
H 1.42 2.13 -5.13 0.11
C 3.61 -0.83 -0.17 -0.12
O 2.69 -1.60 -1.02 -0.14
H 4.32 -1.45 0.37 0.07
H 4.21 -0.16 -0.78 0.07
H 3.11 -0.26 0.62 0.06
H 1.84 -1.66 -0.59 0.00
C 3.42 -0.55 3.98 -0.86
O 4.16 -0.45 3.07 0.07
N 3.81 -0.69 5.20 0.17
N 2.14 -0.38 3.87 0.19
H 3.05 -0.39 5.79 0.11
H 4.79 -0.56 5.39 0.13
H 1.71 -0.23 2.97 0.07
H 1.56 -0.59 4.67 0.11
C 2.70 3.19 -1.16 -0.73
O 3.71 3.36 -0.40 -0.02
N 1.77 4.01 -1.44 0.20
N 2.58 2.11 -1.90 0.17
H 0.98 3.52 -1.84 0.09
H 1.61 4.86 -0.93 0.13
H 3.34 1.45 -1.83 0.10
H 2.27 2.13 -2.87 0.06
C -3.40 -4.68 -0.24 -0.73
O -3.71 -3.83 0.58 -0.01
N -2.15 -4.85 -0.66 0.19
N -4.23 -5.54 -0.71 0.20
H -1.34 -4.28 -0.44 0.04
H -1.90 -5.56 -1.33 0.11
H -3.78 -6.09 -1.43 0.12
H -5.14 -5.62 -0.29 0.14
C 0.31 -3.21 -3.89 -0.79
O 0.14 -3.30 -5.10 0.03
N 1.35 -3.59 -3.23 0.18
N -0.59 -2.72 -3.07 0.18
H 1.94 -4.20 -3.79 0.12
H 1.34 -3.66 -2.22 0.09
H -0.45 -2.91 -2.09 0.05
H -1.27 -2.04 -3.38 0.11
C -2.14 1.71 -2.73 -0.82
O -2.02 0.54 -2.88 0.03
N -1.23 2.60 -2.92 0.19
N -3.29 2.21 -2.40 0.20
H -1.47 3.57 -2.76 0.13
H -0.34 2.34 -3.33 0.06
H -4.08 1.67 -2.09 0.08
H -3.44 3.15 -2.74 0.12
C 2.32 4.67 2.70 -0.74
O 1.21 4.20 2.52 0.02
N 2.57 5.89 3.02 0.18
N 3.47 4.06 2.51 0.17
H 3.53 6.21 2.97 0.12
H 1.90 6.58 3.34 0.12
H 4.38 4.31 2.87 0.12
H 3.37 3.37 1.78 0.09
C -4.78 -0.84 -0.84 -0.79
O -5.22 0.26 -1.17 0.01
N -3.69 -1.35 -1.15 0.21
N -5.51 -1.69 -0.17 0.18
H -3.18 -0.77 -1.81 0.08
H -3.34 -2.21 -0.75 0.09
H -6.44 -1.39 0.09 0.12
H -4.99 -2.48 0.19 0.06
C 0.81 -3.57 0.75 -0.68
O 0.01 -3.14 -0.12 -0.08
N 1.12 -4.85 0.87 0.20
N 1.57 -2.79 1.37 0.23
H 1.57 -5.24 1.68 0.13
H 0.79 -5.47 0.15 0.12
H 1.67 -1.80 1.19 0.08
H 2.21 -3.21 2.04 0.14
C -0.02 0.34 0.45 -0.73
O 0.40 -0.16 1.44 -0.01
N -0.47 -0.41 -0.57 0.21
N -0.19 1.59 0.24 0.25
H -0.47 -1.41 -0.49 0.05
H -0.79 0.03 -1.42 0.06
H 0.14 2.30 0.87 0.12
H -0.73 1.84 -0.58 0.10
C -2.45 -1.41 3.05 -0.86
O -3.39 -1.74 3.72 0.04
N -2.19 -1.98 1.96 0.20
N -1.53 -0.58 3.39 0.18
H -1.40 -1.79 1.36 0.07
H -2.89 -2.64 1.65 0.07
H -0.73 -0.45 2.78 0.05
H -1.69 -0.05 4.24 0.12
```

- E_LUMO (eV) = 0.0910
- total charge = 0
- calculated total energy (eV) = -70749.8430

No. 4
Computed, not measured: a 13-piece molecular cluster, C13H52N26O13 overall at a distorted geometry, with ωB97M-V with the def2-TZVPD basis set.

Geometry as XYZ:
```
104
Properties=species:S:1:pos:R:3:lowdin_charge:R:1
C -0.35 -1.48 5.07 -0.80
O 0.50 -2.35 5.11 0.02
N -1.10 -1.29 4.03 0.18
N -0.46 -0.64 6.07 0.16
H -1.13 -1.96 3.28 0.08
H -1.53 -0.40 3.90 0.09
H -1.36 -0.17 6.08 0.10
H -0.02 -0.95 6.92 0.12
C -0.05 -2.99 -4.06 -0.81
O -0.82 -2.75 -4.98 0.00
N 1.01 -3.75 -4.16 0.18
N -0.19 -2.33 -2.98 0.19
H 1.35 -3.77 -5.11 0.12
H 1.61 -4.03 -3.39 0.04
H -0.95 -1.67 -2.85 0.08
H 0.52 -2.11 -2.29 0.07
C 0.41 -4.09 1.73 -0.75
O 0.06 -3.03 2.17 0.02
N 0.00 -4.48 0.56 0.18
N 1.20 -4.97 2.35 0.18
H -0.57 -3.90 -0.03 0.12
H 0.49 -5.23 0.09 0.11
H 1.76 -4.55 3.08 0.09
H 1.15 -5.97 2.19 0.12
C -5.63 1.00 -1.88 -0.70
O -6.55 1.14 -1.06 0.00
N -4.42 0.43 -1.77 0.14
N -5.87 1.20 -3.17 0.16
H -4.15 0.07 -0.86 0.11
H -3.73 0.44 -2.51 0.09
H -6.82 1.35 -3.48 0.12
H -5.08 0.89 -3.72 0.10
C -0.77 0.06 -0.12 -0.78
O -1.15 -0.06 -1.27 0.01
N -1.51 0.59 0.79 0.20
N 0.27 -0.49 0.35 0.23
H -1.20 0.68 1.74 0.09
H -2.10 1.28 0.34 0.10
H 0.35 -0.46 1.36 0.11
H 0.83 -0.97 -0.34 0.08
C -5.19 3.90 0.58 -0.77
O -6.27 4.46 0.52 0.03
N -5.05 2.68 1.03 0.17
N -4.12 4.58 0.20 0.16
H -5.83 2.07 1.21 0.11
H -4.18 2.36 1.44 0.09
H -4.33 5.56 0.06 0.12
H -3.21 4.35 0.55 0.05
C 0.59 0.86 -3.95 -0.77
O 1.26 1.52 -3.21 0.03
N -0.71 0.60 -3.73 0.15
N 0.86 0.33 -5.10 0.18
H -0.77 0.62 -2.72 0.03
H -1.32 -0.04 -4.22 0.10
H 1.80 0.13 -5.39 0.12
H 0.09 -0.16 -5.54 0.11
C 0.81 2.87 4.27 -0.86
O 0.61 1.76 3.81 0.02
N -0.13 3.70 4.37 0.17
N 1.93 3.47 4.38 0.18
H -1.04 3.28 4.24 0.13
H -0.16 4.63 4.77 0.13
H 2.70 2.83 4.24 0.13
H 1.91 4.40 4.77 0.12
C 3.50 -1.01 -1.29 -0.75
O 2.38 -1.49 -1.22 -0.01
N 4.54 -1.76 -1.08 0.19
N 3.71 0.26 -1.36 0.21
H 5.39 -1.27 -0.82 0.12
H 4.20 -2.69 -0.92 0.07
H 4.61 0.62 -1.08 0.11
H 3.10 0.89 -1.87 0.10
C 4.14 -2.81 2.61 -0.75
O 3.73 -3.95 2.84 0.01
N 5.30 -2.34 2.73 0.17
N 3.28 -1.87 2.15 0.19
H 5.86 -2.99 3.27 0.13
H 5.66 -1.86 1.92 0.11
H 2.29 -2.00 1.96 0.09
H 3.75 -1.04 1.82 0.10
C 3.32 -5.01 -1.34 -0.73
O 2.72 -5.07 -2.41 0.02
N 3.03 -4.11 -0.40 0.17
N 4.20 -5.91 -1.05 0.19
H 2.44 -3.31 -0.59 0.08
H 3.28 -4.33 0.55 0.09
H 4.81 -5.97 -0.25 0.12
H 4.23 -6.55 -1.83 0.13
C -2.51 3.32 -3.19 -0.90
O -3.13 2.95 -4.10 0.07
N -2.81 3.04 -1.96 0.18
N -1.60 4.18 -3.29 0.20
H -2.52 3.51 -1.11 0.03
H -3.47 2.30 -1.75 0.06
H -1.13 4.41 -2.43 0.10
H -1.29 4.51 -4.19 0.13
C -0.34 4.72 0.37 -0.74
O -1.41 4.37 -0.08 0.00
N 0.55 3.85 0.63 0.20
N -0.01 5.85 0.92 0.18
H 0.26 2.90 0.48 0.12
H 1.40 4.13 1.10 0.12
H -0.65 6.57 1.23 0.13
H 0.93 5.94 1.26 0.11
```

- E_LUMO (eV) = -0.6275
- total charge = 0
- calculated total energy (eV) = -79691.6448

No. 5
Computed, not measured: a 13-piece molecular cluster, C13H52O13 overall at a distorted geometry, with ωB97M-V with the def2-TZVPD basis set.

Geometry as XYZ:
```
78
Properties=species:S:1:pos:R:3:lowdin_charge:R:1
C -2.45 -3.96 -3.77 -0.19
O -2.45 -3.15 -2.64 -0.14
H -3.47 -4.01 -4.14 0.08
H -1.83 -3.58 -4.60 0.07
H -2.11 -4.98 -3.56 0.08
H -1.53 -3.08 -2.28 0.04
C 1.16 3.11 3.66 -0.14
O 0.79 1.98 2.90 -0.14
H 1.84 2.83 4.47 0.08
H 1.54 3.92 3.03 0.08
H 0.25 3.47 4.14 0.08
H 1.40 1.81 2.17 0.06
C 4.21 1.59 2.29 -0.11
O 3.30 0.52 1.94 -0.17
H 5.24 1.34 2.03 0.08
H 3.94 2.48 1.69 0.08
H 4.07 1.87 3.33 0.07
H 3.30 0.47 0.96 0.04
C -0.15 0.24 0.30 -0.16
O -0.53 -0.45 -0.83 -0.12
H 0.09 1.29 0.12 0.07
H -0.84 0.18 1.16 0.08
H 0.77 -0.16 0.73 0.07
H -1.51 -0.41 -0.90 0.05
C 2.56 3.18 -2.93 -0.13
O 1.65 2.72 -1.95 -0.16
H 3.54 2.96 -2.50 0.08
H 2.47 2.67 -3.89 0.08
H 2.48 4.26 -3.10 0.08
H 0.72 2.99 -2.15 0.05
C -4.82 -0.39 -1.03 -0.13
O -3.40 -0.56 -1.02 -0.17
H -5.06 0.41 -0.34 0.08
H -5.19 -0.09 -2.01 0.08
H -5.28 -1.31 -0.67 0.09
H -3.26 -1.30 -1.65 0.07
C -3.35 -0.74 2.19 -0.13
O -4.27 -1.73 2.70 -0.12
H -2.65 -1.26 1.53 0.07
H -3.84 0.02 1.59 0.06
H -2.79 -0.29 3.02 0.06
H -3.91 -2.59 2.50 0.06
C 0.81 -3.70 -0.69 -0.13
O 0.13 -3.06 -1.77 -0.16
H 0.53 -4.75 -0.68 0.08
H 1.90 -3.61 -0.76 0.07
H 0.52 -3.26 0.28 0.08
H 0.12 -2.09 -1.57 0.06
C 2.82 -2.69 2.66 -0.19
O 1.82 -1.74 2.84 -0.13
H 3.42 -2.52 1.76 0.07
H 3.48 -2.74 3.53 0.08
H 2.38 -3.68 2.53 0.08
H 2.20 -0.85 2.92 0.05
C -1.22 0.35 -3.93 -0.12
O -1.68 -0.29 -5.16 -0.13
H -1.92 0.17 -3.12 0.05
H -0.19 0.06 -3.70 0.08
H -1.21 1.43 -4.13 0.07
H -1.22 -1.11 -5.30 0.05
C -1.57 3.80 -1.35 -0.12
O -0.84 3.82 -2.58 -0.13
H -2.49 4.37 -1.42 0.08
H -1.73 2.77 -1.04 0.08
H -0.93 4.17 -0.53 0.09
H -1.20 4.44 -3.21 0.09
C -0.39 -0.24 5.23 -0.16
O -1.20 0.70 4.54 -0.14
H -0.91 -0.41 6.17 0.08
H -0.34 -1.20 4.70 0.07
H 0.64 0.09 5.35 0.07
H -0.65 1.12 3.87 0.03
C 3.19 -0.59 -1.34 -0.13
O 2.92 0.67 -0.76 -0.15
H 2.34 -1.27 -1.21 0.06
H 3.45 -0.54 -2.40 0.09
H 4.04 -1.07 -0.84 0.09
H 2.38 1.21 -1.39 0.06
```

- E_LUMO (eV) = 0.3071
- total charge = 0
- calculated total energy (eV) = -40937.0998